This record from OMol25 describes an isolated molecule of C4H6N2O at a distorted geometry. The level of theory is the ωB97M-V functional and the def2-TZVPD basis.

ΔE to the lowest compared entry with this formula, charge and spin: 136.6 kJ/mol
Net charge: 0
2S+1: 1
Highest occupied orbital energy: -0.349 hartree
Energy: -340.7429 Eh
SMILES string: N#C/C=C(/O)CN
Orbital gap: 9.92 eV

Atoms and positions in Å:
C: -0.258 0.512 -1.105
C: -0.656 -0.527 -0.075
N: 1.064 1.078 -1.026
C: -0.139 -0.664 1.159
O: -1.648 -1.319 -0.525
C: 0.830 0.169 1.730
N: 1.598 0.831 2.270
H: -1.914 -1.964 0.142
H: 1.779 0.362 -1.071
H: 1.203 1.611 -0.176
H: -0.382 0.035 -2.087
H: -0.990 1.331 -1.051
H: -0.486 -1.456 1.814